C5H13N2OS | ωB97M-V with the def2-TZVPD basis set

As for the molar mass: 149.24 g/mol. The HOMO energy is -0.4937 hartree. For the total energy, the calculation gives -21251.32739 eV. The calculation puts the relative energy (zero: lowest compared OMol25 entry of this formula, charge and spin) at 5.8 kJ/mol. For the HOMO-LUMO gap, the calculation gives 0.3798 Ha.

Geometry as ORCA input:
```
! RIJCOSX wB97M-V def2-TZVPD def2/J DEFGRID3
* xyz 1 1
C 1.54 -1.51 0.72
C 1.40 -2.40 -0.49
C -0.47 -1.04 -0.22
C 0.50 3.18 -0.61
C -2.52 0.28 1.13
N 0.25 -0.86 0.91
N 0.02 -2.04 -0.93
O 0.33 1.80 -0.90
S -2.01 -0.33 -0.53
H 1.81 -2.09 1.51
H 2.28 -0.75 0.60
H 2.12 -2.19 -1.23
H 1.37 -3.53 -0.32
H -0.33 3.90 -1.06
H 1.46 3.62 -1.17
H 0.56 3.28 0.45
H -2.79 -0.60 1.58
H -3.22 1.01 0.83
H -1.86 0.84 1.77
H 0.27 0.01 1.36
H -0.25 1.88 -1.64
H -0.46 -2.46 -1.75
*
```